Record 1
Formula: C4H9N4Si
Source: OMol25
Level of theory: wB97M-V/def2-TZVPD

Summary:
- Highest occupied orbital energy: -0.179 Ha
- Charge: -1
- Orbital gap: 8.5 eV
- Spin multiplicity: 1
- M: 141.23 g mol⁻¹

Geometry as XYZ:
```
18
C4H9N4Si wB97M-V/def2-TZVPD
C 2.622 0.073 0.169
C -0.037 -0.782 1.585
C 0.206 -0.983 -1.500
C -0.106 1.750 -0.325
N 3.292 -1.086 0.155
N 3.448 1.127 -0.018
N 4.592 -0.729 0.049
N 4.627 0.586 -0.051
Si 0.675 0.051 -0.041
H 0.019 -0.382 2.619
H -1.117 -1.181 1.574
H 0.603 -1.648 1.724
H -0.822 -1.123 -1.641
H 0.638 -0.333 -2.271
H 0.693 -1.968 -1.337
H -1.123 1.543 -0.546
H 0.210 2.357 0.502
H 0.370 2.099 -1.242
```

Record 2
Formula: C4H9N7
Source: OMol25
Level of theory: wB97M-V/def2-TZVPD

Summary:
- Highest occupied orbital energy: -0.352 Ha
- Charge: 0
- Orbital gap: 9.0 eV
- Spin multiplicity: 1
- M: 155.17 g mol⁻¹

Geometry as XYZ:
```
20
C4H9N7 wB97M-V/def2-TZVPD
C 1.334 1.187 -0.124
C 0.216 -0.526 -1.635
C -0.834 -1.602 -0.824
C -1.101 -1.184 0.664
H 3.643 1.942 -0.423
H 2.387 2.419 0.973
H 0.439 2.878 0.171
H 1.744 -0.759 0.363
H 0.464 -1.062 -2.603
H -0.393 0.290 -2.034
H -1.806 -1.610 -1.417
H -0.361 -2.658 -0.703
H -1.458 1.122 1.122
N 2.567 1.776 0.106
N 0.172 1.687 0.316
N 1.365 0.005 -0.973
N -1.448 -2.165 1.433
N -2.481 -1.546 2.290
N -2.599 -0.222 2.246
N -1.852 0.029 1.052
```

Record 3
Formula: C4H9NO
Source: OMol25
Level of theory: wB97M-V/def2-TZVPD

Summary:
- Highest occupied orbital energy: -0.343 Ha
- Charge: 0
- Orbital gap: 10.3 eV
- Spin multiplicity: 1
- M: 87.12 g mol⁻¹
- Structure (SMILES): C=C1N[C@@H]1C.O

Geometry as XYZ:
```
15
C4H9NO wB97M-V/def2-TZVPD
C -1.309 0.863 0.325
C -0.288 0.071 0.045
N 0.147 -0.946 -0.807
C 0.980 -0.551 0.368
C 1.020 -1.540 1.504
H -1.297 1.501 1.201
H -2.200 0.862 -0.298
H 0.501 -0.595 -1.695
H 1.899 -0.002 0.157
H 1.321 -1.035 2.428
H 0.017 -1.950 1.651
H 1.711 -2.365 1.308
O -0.607 2.040 -2.362
H -0.429 2.042 -1.413
H -1.465 1.604 -2.412
```

Record 4
Formula: C4H9NO
Source: OMol25
Level of theory: wB97M-V/def2-TZVPD

Summary:
- Highest occupied orbital energy: -0.308 Ha
- Charge: 0
- Orbital gap: 9.3 eV
- Spin multiplicity: 1
- M: 87.12 g mol⁻¹

Geometry as XYZ:
```
15
C4H9NO wB97M-V/def2-TZVPD
C -1.511 0.853 0.277
C -0.992 0.321 -1.042
N 0.422 0.600 -1.164
C 0.450 -0.748 -0.606
C 0.963 -0.821 0.838
O 1.564 0.380 1.245
H -0.776 1.016 1.077
H -1.920 1.835 0.003
H -2.353 0.257 0.644
H -0.702 -1.071 -0.747
H 0.696 0.560 -2.142
H 0.883 -1.467 -1.304
H 1.692 -1.641 0.901
H 0.137 -1.070 1.520
H 1.448 0.996 0.499
```

Record 5
Formula: C4H9NO
Source: OMol25
Level of theory: wB97M-V/def2-TZVPD

Summary:
- Highest occupied orbital energy: -0.359 Ha
- Charge: 0
- Orbital gap: 10.6 eV
- Spin multiplicity: 1
- M: 87.12 g mol⁻¹
- Structure (SMILES): CCCNC=O

Geometry as XYZ:
```
15
C4H9NO wB97M-V/def2-TZVPD
C 1.734 0.390 0.494
C 0.895 0.072 -0.739
C -0.537 0.598 -0.645
N -1.282 0.047 0.477
C -1.813 -1.201 0.431
O -1.744 -1.947 -0.527
H 2.759 0.020 0.383
H 1.788 1.472 0.671
H 1.308 -0.078 1.389
H 0.852 -1.010 -0.903
H 1.360 0.511 -1.632
H -1.086 0.342 -1.556
H -0.541 1.690 -0.545
H -1.355 0.571 1.334
H -2.337 -1.475 1.367
```

Record 6
Formula: C4H9NO
Source: OMol25
Level of theory: wB97M-V/def2-TZVPD

Summary:
- Highest occupied orbital energy: -0.288 Ha
- Charge: 0
- Orbital gap: 8.9 eV
- Spin multiplicity: 1
- M: 87.12 g mol⁻¹
- Structure (SMILES): C=CN.CC=O

Geometry as XYZ:
```
15
C4H9NO wB97M-V/def2-TZVPD
C -1.981 -0.589 -0.661
C -0.965 -1.044 0.022
N -1.104 -1.269 1.401
H -2.899 -0.220 -0.291
H -1.974 -0.637 -1.685
H -0.031 -1.300 -0.479
H -1.867 -1.015 2.039
H -0.349 -1.639 1.838
C 1.267 2.061 0.010
C 1.332 0.812 -0.769
O 1.495 -0.210 -0.228
H 0.556 2.679 -0.512
H 2.166 2.639 0.170
H 1.044 1.644 1.095
H 1.199 0.966 -1.771
```

Record 7
Formula: C4H9NO
Source: OMol25
Level of theory: wB97M-V/def2-TZVPD

Summary:
- Highest occupied orbital energy (alpha / beta): -0.284 / -0.265 Ha
- Charge: 0
- Orbital gap (alpha / beta): 8.3 / 7.8 eV
- Spin multiplicity: 1
- M: 87.12 g mol⁻¹

Geometry as XYZ:
```
15
C4H9NO wB97M-V/def2-TZVPD
C 1.388 -0.145 -0.880
C 0.254 0.202 0.075
C -1.421 -1.624 -0.025
C -0.616 1.457 0.107
N 1.121 -0.126 1.131
O 2.210 -0.524 0.287
H 1.186 -0.832 -1.641
H 1.841 0.764 -1.506
H -1.877 -1.820 -0.984
H -1.874 -0.772 0.410
H -1.130 -2.370 0.734
H -0.738 1.639 1.247
H -1.588 1.225 -0.377
H -0.215 2.316 -0.363
H 1.458 0.609 1.784
```

Record 8
Formula: C4H9NO
Source: OMol25
Level of theory: wB97M-V/def2-TZVPD

Summary:
- Highest occupied orbital energy: -0.349 Ha
- Charge: 0
- Orbital gap: 10.6 eV
- Spin multiplicity: 1
- M: 87.12 g mol⁻¹
- Structure (SMILES): C/C=N\OCC

Geometry as XYZ:
```
15
C4H9NO wB97M-V/def2-TZVPD
C -0.370 -2.476 0.626
C -1.358 -1.575 -0.160
N -1.236 -0.329 -0.356
O -0.002 0.189 0.057
C -0.027 1.598 -0.246
C 1.406 2.039 -0.353
H -0.127 -2.084 1.677
H 0.705 -2.512 0.229
H -0.738 -3.548 0.632
H -2.295 -1.982 -0.516
H -0.509 2.139 0.622
H -0.602 1.936 -1.189
H 1.902 1.781 -1.430
H 1.957 1.650 0.581
H 1.292 3.174 -0.175
```

Record 9
Formula: C4H9NO
Source: OMol25
Level of theory: wB97M-V/def2-TZVPD

Summary:
- Highest occupied orbital energy: -0.355 Ha
- Charge: 0
- Orbital gap: 10.8 eV
- Spin multiplicity: 1
- M: 87.12 g mol⁻¹
- Structure (SMILES): C[C@H]1N[C@H]1CO

Geometry as XYZ:
```
15
C4H9NO wB97M-V/def2-TZVPD
C 1.477 -0.907 0.861
C 1.088 0.056 -0.246
N 0.161 -0.522 -1.214
C -0.236 0.697 -0.517
C -1.399 0.628 0.439
O -2.657 0.600 -0.205
H 0.633 -1.227 1.477
H 1.874 -1.807 0.376
H 2.260 -0.512 1.516
H 1.929 0.643 -0.619
H 0.450 -0.356 -2.173
H -0.234 1.612 -1.118
H -1.395 1.537 1.052
H -1.272 -0.234 1.107
H -2.680 -0.208 -0.735
```

Record 10
Formula: C4H9NO
Source: OMol25
Level of theory: wB97M-V/def2-TZVPD

Summary:
- Highest occupied orbital energy (alpha / beta): -0.347 / -0.348 Ha
- Charge: 0
- Orbital gap (alpha / beta): 8.4 / 8.5 eV
- Spin multiplicity: 1
- M: 87.12 g mol⁻¹

Geometry as XYZ:
```
15
C4H9NO wB97M-V/def2-TZVPD
C -1.197 0.193 0.489
C -0.869 -0.234 -0.910
N 0.418 0.364 -1.257
C 0.364 -0.978 -0.656
C 0.447 -0.813 0.834
O 1.494 2.184 0.554
H -2.006 -0.373 0.979
H 0.480 1.162 1.902
H -1.466 1.267 0.561
H -1.574 -0.457 -1.695
H 0.580 0.278 -2.255
H 0.770 -1.799 -1.233
H 1.510 -0.742 1.193
H -0.041 -1.538 1.470
H 1.090 1.486 0.025
```

Record 11
Formula: C4H9NO
Source: OMol25
Level of theory: wB97M-V/def2-TZVPD

Summary:
- Highest occupied orbital energy: -0.378 Ha
- Charge: 0
- Orbital gap: 11.1 eV
- Spin multiplicity: 1
- M: 87.12 g mol⁻¹
- Structure (SMILES): CCN=C=O.C

Geometry as XYZ:
```
15
C4H9NO wB97M-V/def2-TZVPD
C 0.456 1.047 1.687
C -0.254 1.732 0.524
N -0.891 0.794 -0.371
C -1.633 -0.150 -0.280
O -2.348 -1.084 -0.324
H 0.856 1.798 2.376
H 1.282 0.426 1.329
H -0.239 0.409 2.243
H -1.014 2.429 0.894
H 0.458 2.315 -0.065
C 0.667 -1.943 -1.604
H 0.833 -0.868 -1.506
H 1.256 -2.332 -2.438
H -0.394 -2.129 -1.785
H 0.965 -2.446 -0.680
```

Record 12
Formula: C4H9NO
Source: OMol25
Level of theory: wB97M-V/def2-TZVPD

Summary:
- Highest occupied orbital energy: -0.256 Ha
- Charge: 0
- Orbital gap: 7.4 eV
- Spin multiplicity: 1
- M: 87.12 g mol⁻¹

Geometry as XYZ:
```
15
C4H9NO wB97M-V/def2-TZVPD
C 2.253 -0.294 0.166
C 0.959 0.379 -0.285
C -0.232 -0.098 0.516
O -0.198 -0.937 1.375
N -1.528 0.541 0.211
C -2.638 -0.321 -0.524
H 2.206 -1.376 0.014
H 3.108 0.104 -0.391
H 2.427 -0.117 1.233
H 1.037 1.471 -0.169
H 0.757 0.201 -1.350
H -1.407 1.409 -0.312
H -2.247 -0.432 -1.547
H -2.510 -1.294 -0.028
H -1.986 0.764 1.090
```

Relative energy (zero: lowest compared OMol25 entry of this formula, charge and spin) for every record listed, in sequence, given in kcal/mol: 0.0 184.3 64.3 115.5 10.0 73.8 170.0 82.0 47.3 216.0 20.3 87.5.
Calculated total energy for every record listed, in sequence, given in eV: -18132.7350 -14716.0054 -7829.5311 -7827.3130 -7831.8865 -7829.1216 -7824.9488 -7828.7653 -7830.2687 -7822.9548 -7831.4388 -7828.5254.